Below is C22H27N3O2 in the gas phase, with properties calculated with the ωB97M-V functional and the def2-TZVPD basis.

```
54
Properties=species:S:1:pos:R:3:forces:R:3
H -3.338 4.067 -2.276 -0.01 0.06 -0.06
H 4.166 -2.089 -0.897 0.03 -0.05 -0.02
H -1.675 -4.866 -2.575 0.02 -0.07 -0.06
H -2.576 -4.572 0.909 -0.02 -0.11 0.03
H 4.484 -0.393 -2.770 -0.06 -0.04 0.04
C -4.053 1.972 0.281 -0.06 -0.03 0.00
H 5.667 -1.140 -0.788 -0.05 -0.07 -0.14
C -1.894 2.950 -1.162 -0.03 -0.08 0.05
H -3.328 0.212 2.023 0.09 0.00 -0.10
C -1.328 -0.144 1.579 -0.23 -0.31 -0.01
O 4.527 1.191 -1.535 0.17 0.04 -0.04
N 4.250 -0.677 0.634 0.02 0.14 -0.10
C -3.174 3.364 -1.474 0.06 0.11 -0.13
C -2.123 -3.573 -0.930 0.02 -0.02 0.09
C -1.708 -2.371 -1.490 -0.03 0.03 0.06
H 1.753 1.148 1.517 -0.04 -0.10 0.11
H -1.106 -0.351 -1.157 0.06 0.03 -0.08
C 4.077 -0.117 -1.795 -0.01 -0.36 0.03
N -2.520 0.683 1.643 -0.07 0.04 0.46
C -1.680 2.041 -0.133 -0.27 0.02 -0.06
C 4.043 1.639 -0.281 -0.01 -0.01 0.35
C -4.249 2.877 -0.744 0.01 -0.09 0.07
C 3.122 -1.279 1.289 -0.26 -0.10 -0.10
C -1.981 -2.551 1.247 0.07 0.25 -0.02
H -5.252 3.202 -0.980 -0.08 0.02 -0.01
C -1.432 -1.272 -0.698 0.03 0.01 0.03
H -4.892 1.593 0.847 -0.09 -0.03 0.05
H -2.485 -5.666 -1.219 -0.01 -0.09 -0.02
H 1.042 -1.772 0.969 0.01 -0.01 -0.05
H 3.217 -1.062 2.359 -0.02 -0.11 0.06
C 4.549 0.725 0.846 0.10 0.13 -0.25
H -1.034 3.321 -1.698 0.08 0.03 -0.03
H 2.977 -0.125 -1.853 0.09 -0.01 -0.02
N -0.204 0.663 1.169 -0.06 0.18 0.22
H 1.047 0.010 2.689 0.01 0.04 -0.04
H 3.244 -2.360 1.166 -0.04 0.03 0.12
H -1.126 -0.501 2.602 -0.02 0.07 -0.27
C -2.256 -3.647 0.450 -0.03 -0.06 -0.09
H 5.643 0.816 0.884 -0.05 0.15 0.05
C -0.304 1.656 0.239 -0.03 -0.02 0.22
H 1.691 -0.652 -0.224 -0.06 -0.03 -0.06
H -1.598 -2.294 -2.562 0.02 0.00 -0.13
H 4.142 1.043 1.806 0.02 0.04 0.06
H 2.947 1.683 -0.305 0.08 0.00 0.04
C 1.113 0.270 1.627 0.31 -0.08 -0.22
C 4.572 -1.092 -0.716 0.04 0.22 -0.15
H 4.435 2.649 -0.152 -0.06 -0.02 0.05
H -2.087 -2.628 2.321 0.01 -0.02 0.13
C -2.433 -4.750 -1.802 -0.05 0.02 -0.03
C -2.767 1.537 0.593 0.14 0.27 -0.20
C 1.692 -0.904 0.836 0.21 0.01 0.25
H -3.393 -4.605 -2.298 -0.05 -0.07 -0.06
O 0.685 2.211 -0.210 0.11 0.12 -0.22
C -1.562 -1.353 0.683 -0.01 -0.09 0.16
```
Forces are in eV/Å.

Computed properties:
energy above the lowest of the compared OMol25 structures with the same formula, charge and spin: 41.7 kcal per mole
gap between HOMO and LUMO: 0.30390 Ha
SMILES string: Cc1ccc([C@@H]2Nc3ccccc3C(=O)N2CCCN2CCOCC2)cc1

Results of the Mulliken charge analysis, in e, for atoms 1 through 8: number 1, H, carries 0.41; number 2, H, carries 0.39; number 3, H, carries 0.36; number 4, H, carries 0.35; number 5, H, carries 0.37; number 6, C, carries -0.88; number 7, H, carries 0.37; number 8, C, carries -0.52

=====

Below is C22H27N3O2S2 in the gas phase in a non-equilibrium geometry, with properties calculated with the ωB97M-V functional and the def2-TZVPD basis.

```
56
Properties=species:S:1:pos:R:3:forces:R:3
C 3.105 1.318 0.083 -0.10 0.24 0.08
H 3.009 -6.464 -2.905 -0.04 0.02 0.08
H 1.449 4.415 2.429 -0.01 0.00 -0.10
H 3.090 -5.460 -1.436 -0.04 0.00 -0.03
H -2.638 3.342 1.958 0.11 0.04 -0.19
H 1.666 -0.137 3.636 0.00 -0.14 0.12
H 0.709 4.322 0.824 0.07 0.03 0.03
C 0.814 3.789 1.774 -0.06 0.11 0.23
O -2.532 1.195 2.945 0.11 -0.02 0.08
C 2.537 2.652 0.554 0.10 -0.07 -0.14
H 2.308 0.673 -0.273 -0.04 -0.08 -0.04
H 3.801 1.493 -0.734 0.10 -0.04 -0.06
C -0.862 1.545 -0.110 0.45 0.40 -1.24
H -3.500 -2.694 -0.849 -0.08 -0.12 -0.12
C 1.898 -3.413 -2.748 -0.06 0.16 0.02
C -2.977 -0.818 0.164 0.07 0.28 0.43
H -3.468 -0.115 -0.485 -0.03 0.17 -0.13
H 1.508 -6.009 -2.061 0.04 0.02 0.00
H -1.675 3.888 0.562 -0.08 -0.01 0.06
C 1.227 0.419 2.811 0.25 0.22 0.09
H 2.942 1.723 2.764 -0.04 0.08 0.03
C 0.178 1.495 -2.298 -0.04 -0.19 0.19
C 0.202 0.317 -1.605 -0.21 0.97 -0.49
H 0.581 1.723 -3.262 0.15 0.00 -0.23
N -1.572 1.864 1.013 -0.41 0.09 0.47
H 2.143 3.185 -0.316 0.04 0.02 0.08
N -0.389 0.386 -0.377 0.25 -0.17 0.42
H 3.356 3.266 0.976 -0.06 0.01 -0.03
H -0.845 4.641 2.820 -0.02 0.00 0.08
H 1.390 -0.127 1.888 0.01 -0.10 -0.12
H 0.156 0.489 2.979 -0.13 0.01 0.04
O 2.466 -4.563 -3.201 -0.03 0.29 -0.17
H 1.324 -4.043 -0.767 0.02 -0.10 0.04
H -0.548 2.954 3.240 -0.04 0.05 0.11
H 2.329 -2.492 -4.621 0.05 -0.02 -0.12
H 1.353 -0.320 -4.003 0.01 0.09 -0.11
H -2.154 -3.936 1.029 0.01 -0.24 -0.01
C 1.339 -3.239 -1.486 0.20 -0.39 -0.15
C 1.347 -1.130 -3.291 -0.05 -0.09 0.21
S -0.612 2.730 -1.397 -0.10 -0.52 0.32
C 2.513 -5.676 -2.341 0.00 -0.17 0.14
H 0.360 -1.883 -0.158 -0.06 0.00 0.10
C 1.850 1.810 2.725 -0.14 -0.29 0.03
H 1.551 2.389 3.605 0.08 0.02 -0.05
C -1.675 3.247 1.446 -0.01 0.24 0.47
C 0.792 -2.020 -1.137 -0.02 0.34 -0.19
C 1.893 -2.342 -3.645 0.08 -0.19 -0.02
H 3.636 0.804 0.879 0.10 -0.10 0.08
C 0.786 -0.948 -2.026 0.16 -0.49 0.02
C -2.310 -2.880 0.935 0.19 0.14 0.27
C -2.123 0.904 1.840 -0.14 0.09 -0.08
N 1.445 2.508 1.506 -0.03 0.21 -0.07
S -1.640 -1.820 2.107 -0.32 0.17 -0.41
C -0.569 3.665 2.415 0.12 0.01 -0.34
C -2.998 -2.213 -0.028 0.04 -0.16 0.01
C -2.266 -0.447 1.270 -0.42 -0.82 0.27
```
Forces are in eV/Å.

Computed properties:
energy above the lowest of the compared OMol25 structures with the same formula, charge and spin: 0.0 kcal per mole
gap between HOMO and LUMO: 0.30301 Ha
SMILES string: CCN(CC)CCCN(C(=O)c1cccs1)c1nc(-c2ccc(OC)cc2)cs1

Results of the Mulliken charge analysis, in e, for atoms 1 through 8: number 1, C, carries -0.91; number 2, H, carries 0.24; number 3, H, carries 0.43; number 4, H, carries 0.32; number 5, H, carries 0.49; number 6, H, carries 0.55; number 7, H, carries 0.48; number 8, C, carries -1.15

=====

Below is C22H27N3O3S in the gas phase, with properties calculated with the ωB97M-V functional and the def2-TZVPD basis.

```
56
Properties=species:S:1:pos:R:3:forces:R:3
H 5.680 1.340 -1.763 0.09 0.03 0.02
O 3.329 2.013 1.851 0.09 -0.13 0.02
C 1.463 2.904 0.515 0.05 -0.14 0.32
H 1.477 1.306 1.979 -0.06 0.14 0.05
H -2.478 -2.267 4.904 -0.03 0.01 -0.02
C -0.695 0.936 -0.824 -0.16 -0.52 -0.74
H 0.995 -1.408 -3.976 0.00 -0.04 0.02
H -3.959 -3.237 5.114 0.04 0.09 0.00
C 2.279 -0.213 -2.740 0.01 -0.21 -0.05
C 3.151 0.247 -3.718 -0.03 -0.04 0.05
H -0.493 3.489 1.244 -0.05 -0.04 -0.22
H 5.041 1.151 -4.139 0.06 0.02 -0.06
C 4.151 3.153 1.873 0.01 0.00 -0.04
C 0.924 -0.748 -3.107 0.08 0.02 0.00
H -2.325 -0.496 3.362 -0.04 -0.02 0.16
H -0.342 3.471 -0.515 -0.06 0.02 0.22
C -0.064 2.940 0.401 0.39 0.39 0.05
C -2.246 -2.175 -0.116 -0.13 -0.21 0.13
H 1.680 2.934 2.676 -0.01 -0.09 0.00
H -3.801 -5.729 -0.194 0.04 0.06 -0.06
H 3.852 3.842 2.672 0.02 0.01 0.00
H -2.198 -2.595 -1.107 -0.02 -0.08 -0.10
H 1.826 3.930 0.432 0.03 0.05 -0.06
C -2.321 -0.994 2.408 -0.13 -0.26 0.07
C -3.475 -2.475 4.504 -0.01 0.09 0.19
C 3.870 0.444 -1.052 0.06 -0.01 0.07
H -2.311 -4.919 -0.738 -0.04 0.02 0.01
C -2.802 -2.860 0.943 -0.04 -0.09 0.04
H 1.878 2.329 -0.315 0.01 0.07 0.00
H 1.983 -0.470 -0.636 -0.10 -0.05 0.08
H -3.906 -4.212 -1.122 0.03 -0.01 0.03
C -2.840 -2.257 2.231 0.00 0.05 0.08
S -0.016 1.735 -2.241 0.00 0.37 -0.33
H 0.237 0.872 -4.388 -0.03 0.05 0.00
H 4.135 0.530 -0.009 0.02 0.01 0.08
C 4.730 0.903 -2.035 0.10 0.05 0.03
N -1.236 1.552 2.679 0.01 0.35 0.72
C 1.948 2.281 1.830 -0.23 0.01 -0.17
C -1.722 -0.891 0.071 -0.10 0.26 0.91
H 4.138 3.687 0.916 0.02 0.02 0.03
C 2.653 -0.111 -1.406 0.06 -0.07 -0.04
C -1.758 -0.298 1.334 -0.07 -0.57 -0.73
C -3.331 -4.763 -0.371 0.01 -0.11 -0.25
N -0.663 1.621 0.356 -0.19 -0.24 0.38
H 0.508 -1.313 -2.272 0.05 -0.01 -0.16
C -0.044 0.381 -3.456 -0.18 0.07 0.47
O -3.409 -3.015 3.207 0.06 -0.06 -0.39
H -0.830 2.471 2.790 0.06 -0.03 -0.22
H -1.068 0.018 -3.513 0.04 0.00 -0.13
N -1.180 -0.237 -1.005 0.08 0.14 -0.35
C -1.203 1.032 1.524 0.03 0.11 -0.20
O -3.337 -4.105 0.871 0.09 0.37 0.32
H -4.071 -1.557 4.527 0.03 -0.02 0.00
H 5.162 2.797 2.067 0.02 0.10 -0.01
C 4.371 0.798 -3.368 0.07 0.09 -0.09
H 2.873 0.170 -4.760 -0.03 -0.02 -0.12
```
Forces are in eV/Å.

Computed properties:
energy above the lowest of the compared OMol25 structures with the same formula, charge and spin: 80.1 kcal per mole
gap between HOMO and LUMO: 0.29759 Ha
SMILES string: [H]/N=c1/c2cc(OC)c(OC)cc2nc(SCCc2ccccc2)n1CCCOC

Results of the Mulliken charge analysis, in e, for atoms 1 through 8: number 1, H, carries 0.41; number 2, O, carries -0.34; number 3, C, carries 0.79; number 4, H, carries 0.16; number 5, H, carries 0.35; number 6, C, carries 0.24; number 7, H, carries 0.48; number 8, H, carries 0.23

=====

Below is a molecular structure, C22H27N3O5S2W, with properties calculated with the ωB97M-V functional and the def2-TZVPD basis.

```
60
Properties=species:S:1:pos:R:3:forces:R:3
H 0.641 -3.861 2.151 0.00 -0.02 0.00
H 0.746 1.462 5.756 0.00 0.00 0.00
O 1.520 -0.492 -1.156 -0.30 -0.01 -0.03
H -1.731 1.507 5.643 0.00 0.00 0.00
H 1.798 -3.162 -2.997 0.01 0.02 -0.02
O -2.547 -4.092 -1.098 -0.01 0.03 0.01
C 0.985 0.939 3.699 0.01 -0.01 0.02
H 2.165 -3.123 0.421 0.00 0.00 0.00
C -3.127 1.870 -3.025 -0.02 0.00 -0.02
C -0.283 -3.695 -1.800 0.07 0.04 0.02
C -1.590 3.607 -1.446 -0.03 0.04 0.00
H -0.103 -4.770 -1.776 0.00 -0.01 -0.01
S -1.877 0.366 0.922 0.00 0.01 0.02
O -1.578 -2.153 -0.562 -0.04 0.06 0.10
H 0.933 2.950 -2.540 0.00 0.00 0.00
H -2.870 1.014 3.501 0.00 0.00 0.01
N 1.106 0.373 1.270 -0.04 -0.15 -0.04
H 2.856 -2.978 -1.607 0.01 -0.01 -0.02
H -0.357 -3.380 -2.842 -0.01 -0.01 0.00
C 1.908 -2.655 -2.041 -0.10 -0.05 0.14
H 0.668 1.280 -3.078 -0.02 0.00 0.00
C 0.970 1.902 -2.241 0.03 0.01 0.00
C -3.475 3.204 -2.920 0.02 0.00 0.01
H 3.056 0.188 2.094 0.00 0.00 0.00
C 1.981 -1.166 -2.255 0.17 -0.05 -0.04
N 0.020 1.711 -1.088 -0.10 0.02 -0.05
H 2.761 -0.809 0.682 -0.01 0.00 -0.01
C 1.235 -3.599 0.110 0.03 0.00 0.01
C 0.543 2.457 0.083 0.00 -0.02 -0.01
C -2.003 1.421 -2.333 -0.04 -0.03 0.01
H -3.005 5.097 -2.031 0.00 0.00 -0.01
C 0.230 -3.467 1.223 -0.02 0.09 0.01
C -1.149 1.272 4.763 0.00 0.00 -0.02
C -1.790 0.996 3.567 0.02 0.01 0.03
O 0.017 -2.037 1.398 -0.06 -0.01 -0.09
N 0.780 -2.930 -1.133 0.02 0.00 -0.06
H -0.727 -1.885 2.002 0.01 0.01 0.02
C -1.036 0.689 2.438 -0.06 0.03 -0.02
H -0.720 -3.958 1.022 0.00 -0.01 0.01
H 1.979 1.635 -1.959 0.00 0.00 0.01
H -3.723 1.178 -3.606 -0.01 0.01 0.00
C 0.238 1.244 4.826 -0.01 0.00 -0.01
H 2.426 1.424 0.024 0.01 0.00 0.00
S -1.706 -0.272 -2.170 0.00 0.02 0.00
C 2.318 -0.442 1.601 0.03 0.03 0.02
H 2.064 0.931 3.774 -0.01 0.00 0.00
C 0.346 0.654 2.498 0.08 0.02 0.04
C -1.599 -3.384 -1.136 -0.06 -0.05 -0.03
C -2.719 4.058 -2.122 0.01 -0.03 0.01
H 2.055 -1.257 2.263 -0.02 -0.01 0.01
H -0.275 2.641 0.778 -0.01 0.01 -0.01
H 2.078 2.230 1.553 0.00 0.00 0.01
H -1.008 4.305 -0.860 0.00 0.00 0.00
C 1.636 1.666 0.730 0.00 0.05 -0.03
C -1.227 2.279 -1.568 0.06 0.01 0.03
H -4.344 3.577 -3.443 0.00 0.00 0.01
H 0.937 3.422 -0.243 0.01 0.00 0.00
O 2.414 -0.628 -3.218 0.02 0.10 0.07
H 1.442 -4.656 -0.079 0.01 0.00 0.00
W -0.283 -0.698 -0.420 0.32 -0.14 -0.12
```
Forces are in eV/Å.

Computed properties:
energy above the lowest of the compared OMol25 structures with the same formula, charge and spin: 10.5 kcal per mole
charge: +2
gap between HOMO and LUMO (alpha / beta): 0.22247 / 0.22251 Ha

Results of the Mulliken charge analysis, in e, for atoms 1 through 8: number 1, H, carries 0.50; number 2, H, carries 0.47; number 3, O, carries 0.01; number 4, H, carries 0.46; number 5, H, carries 0.45; number 6, O, carries -0.50; number 7, C, carries -0.85; number 8, H, carries 0.45

=====

> Among the records above, which one has the highest energy above the lowest of the compared OMol25 structures with the same formula, charge and spin?

C22H27N3O3S

=====

> Which of these has the lowest energy above the lowest of the compared OMol25 structures with the same formula, charge and spin?

C22H27N3O2S2

=====

> The lowest energy above the lowest of the compared OMol25 structures with the same formula, charge and spin belongs to which entry?

C22H27N3O2S2

=====

> The lowest energy above the lowest of the compared OMol25 structures with the same formula, charge and spin belongs to which entry?

C22H27N3O2S2